<1>
Molecular formula: C6H12N2O
Method: DFT, ωB97M-V/def2-TZVPD

Results
Orbital gap (eV): 9.0978
LUMO energy (eV): 0.63
2S+1: 1
HOMO (eV): -8.473
Structure (SMILES): Cc1c[nH]cn1.CCO

Last column: Mulliken charge in e.
CARTESIAN COORDINATES (ANGSTROEM)
C (1.273, 2.005, -2.684)  -0.89
C (1.296, 1.300, -1.347)  0.68
C (1.162, 1.665, 0.034)  -0.78
N (1.432, 0.494, 0.803)  -0.14
C (1.710, -0.504, -0.219)  -0.42
N (1.601, -0.028, -1.448)  -0.54
H (2.221, 1.743, -3.136)  0.27
H (1.142, 3.094, -2.569)  0.28
H (0.380, 1.556, -3.133)  0.24
H (0.968, 2.644, 0.382)  0.41
H (1.075, 0.527, 1.755)  0.28
H (1.902, -1.421, 0.083)  0.62
C (-2.977, -2.569, 1.287)  -1.04
C (-2.008, -1.395, 0.984)  0.05
O (-2.099, -0.430, 1.982)  -0.53
H (-2.508, -3.518, 0.825)  0.28
H (-4.029, -2.285, 0.896)  0.25
H (-3.210, -2.670, 2.324)  0.32
H (-1.011, -1.788, 1.066)  0.16
H (-2.423, -1.098, -0.035)  0.22
H (-1.687, 0.380, 1.868)  0.27

---

<2>
Molecular formula: C6H12N2O
Method: DFT, ωB97M-V/def2-TZVPD

Results
Orbital gap (eV): 8.9476
LUMO energy (eV): 0.83
2S+1: 1
HOMO (eV): -8.115
Structure (SMILES): C=C(O)/C(C)=C(\N)NC

Last column: Mulliken charge in e.
CARTESIAN COORDINATES (ANGSTROEM)
C (-2.194, 1.681, -0.106)  -1.01
C (-1.929, 0.373, -0.112)  0.51
O (-2.883, -0.578, -0.319)  -0.49
C (-0.484, -0.300, 0.467)  0.48
C (-0.573, -1.313, 1.541)  -1.48
C (0.321, 0.097, -0.465)  0.14
N (0.417, 0.956, -1.511)  -0.35
N (1.703, -0.825, -0.386)  -0.44
C (2.951, -0.165, -0.066)  -0.94
H (-1.424, 2.403, 0.107)  0.27
H (-3.198, 2.066, -0.243)  0.26
H (-3.752, -0.158, -0.398)  0.32
H (-0.648, -2.326, 1.144)  0.32
H (0.311, -1.252, 2.181)  0.38
H (-1.473, -1.115, 2.120)  0.38
H (1.178, 1.572, -1.751)  0.25
H (0.158, 0.503, -2.384)  0.24
H (1.600, -1.675, 0.156)  0.28
H (3.242, 0.511, -0.876)  0.26
H (2.910, 0.436, 0.857)  0.26
H (3.764, -0.889, 0.044)  0.37

---

<3>
Molecular formula: C6H12N2O
Method: DFT, ωB97M-V/def2-TZVPD

Results
Orbital gap (spin up / spin down) (eV): 8.4125 / 7.3657
LUMO energy (spin up / spin down) (eV): 0.26 / -0.53
2S+1: 1
HOMO (spin up / spin down) (eV): -8.155 / -7.895

Last column: Mulliken charge in e.
CARTESIAN COORDINATES (ANGSTROEM)
C (-1.956, 1.651, 0.163)  -0.09
C (-1.854, 1.648, 2.561)  -0.30
C (1.520, 0.409, -1.258)  -1.68
C (1.618, -1.495, 0.435)  -1.50
C (-0.160, -1.500, -1.447)  -1.43
C (0.680, -0.590, -0.439)  1.62
N (-1.078, 0.801, -0.342)  -0.32
N (-0.149, 0.240, 0.350)  -0.25
O (-2.400, 1.914, 1.414)  -0.26
H (-2.634, 1.861, -0.668)  0.34
H (-0.805, 1.206, 2.739)  0.26
H (-2.494, 2.013, 3.409)  0.28
H (2.248, 0.810, -0.540)  0.43
H (1.997, -0.078, -2.057)  0.37
H (0.837, 1.187, -1.615)  0.46
H (2.715, -1.482, 0.216)  0.30
H (1.386, -2.565, 0.351)  0.36
H (1.563, -1.191, 1.529)  0.31
H (-0.467, -0.802, -2.333)  0.30
H (0.457, -2.427, -1.626)  0.42
H (-1.023, -1.611, -0.844)  0.38

---

Which one sits at the bottom of the stability order? <3> does.